This record from OMol25 describes 6 unconnected molecules or ions with the total composition C40H80N5O16PS6. The level of theory is ωB97M-V/def2-TZVPD.

The geometry in XYZ format:
```
148
Properties=species:S:1:pos:R:3:forces:R:3
C 0.304 -0.696 -4.512 -0.878 0.323 0.269
C -0.991 -0.982 -3.738 -0.205 -0.753 -0.121
C -0.776 -1.901 -2.501 0.454 -0.038 -1.152
N 0.532 -1.689 -1.847 -0.595 0.831 0.506
C 0.493 -1.416 -0.412 0.716 -1.615 0.930
C -0.567 -0.469 0.193 -0.595 0.022 -1.213
C -0.876 0.878 -0.536 -0.349 0.828 0.602
N -1.093 1.876 0.541 0.533 -0.215 -0.612
N -2.154 0.858 -1.282 -0.053 -0.445 0.263
N 0.152 1.404 -1.410 -0.327 -0.005 -0.544
C 0.177 -2.787 0.284 0.970 3.524 1.725
O -0.187 -3.793 -0.145 -1.369 -2.783 -1.513
O 0.503 -2.618 1.633 0.351 -1.161 -0.244
C 1.835 -2.156 1.583 1.698 1.763 0.743
C 2.963 -3.190 1.817 -1.238 -1.253 -0.769
C 2.782 -4.538 1.104 0.509 0.314 1.129
O 3.481 -4.578 -0.165 0.034 -0.414 0.309
C 3.265 -5.758 -0.793 2.160 0.271 0.167
O 2.216 -6.190 -1.052 -2.912 -1.036 -0.417
P 2.033 -0.971 3.037 -1.242 1.238 1.171
C 1.051 -1.541 4.499 1.614 -0.437 -0.003
O 3.603 -1.095 3.579 -0.416 -0.285 -0.146
C 1.928 -1.229 0.236 0.631 0.633 0.652
S 2.318 0.479 0.949 0.021 1.157 -0.816
C 3.127 -1.587 -0.648 -0.484 -0.101 -1.021
C 3.463 -0.575 -1.773 0.523 -0.110 0.355
C 3.866 -1.209 -3.115 0.044 0.367 0.435
C 4.817 -2.417 -2.997 -0.015 0.854 -0.960
N 4.426 -3.440 -3.985 0.082 -0.963 1.448
C 3.156 -4.117 -3.633 -0.385 0.189 -0.691
C 5.410 -4.431 -4.107 -1.399 -0.539 -1.394
C 5.052 -5.669 -4.921 -0.442 0.126 0.429
O 6.480 -4.365 -3.595 1.923 0.402 0.950
H 1.018 -0.224 -3.843 0.312 -0.096 -0.257
H 0.063 -0.017 -5.331 0.180 0.015 -0.014
H 0.695 -1.616 -4.948 0.268 0.012 0.151
H -1.620 -1.577 -4.411 -0.196 0.187 0.062
H -1.566 -0.087 -3.506 0.347 0.180 0.124
H -0.756 -2.911 -2.919 -0.049 -0.093 0.242
H -1.631 -1.884 -1.825 0.109 0.098 0.122
H 1.034 -2.561 -1.938 0.126 0.102 -0.050
H -1.512 -1.021 0.228 0.006 0.031 0.077
H -0.346 -0.247 1.230 0.361 -0.063 0.009
H -0.163 2.030 0.934 -0.212 0.040 0.329
H -1.306 2.735 0.029 -0.129 0.071 0.267
H -2.828 1.357 -0.707 0.045 0.099 -0.118
H -2.523 -0.086 -1.339 0.079 0.048 -0.102
H 0.897 1.879 -0.930 0.094 -0.301 0.034
H 0.474 0.762 -2.122 0.110 0.003 0.151
H 3.959 -2.789 1.651 -0.094 0.220 -0.066
H 2.916 -3.449 2.877 0.027 0.036 0.035
H 3.268 -5.276 1.755 0.009 -0.090 -0.211
H 1.734 -4.827 1.050 -0.013 0.109 -0.478
H 4.158 -6.348 -1.063 0.473 0.652 0.087
H 0.182 -2.133 4.249 -0.035 -0.089 -0.046
H 0.768 -0.632 5.030 -0.153 0.085 -0.193
H 1.746 -2.080 5.175 -0.560 0.052 -0.470
H 4.033 -0.255 3.369 0.019 -0.195 -0.101
H 2.681 1.196 -0.169 -0.014 -0.870 -0.090
H 2.948 -2.547 -1.142 -0.134 -0.056 0.287
H 4.027 -1.718 -0.054 -0.157 0.020 0.184
H 4.324 0.007 -1.430 -0.065 0.045 0.067
H 2.655 0.142 -1.889 -0.122 -0.119 -0.355
H 4.398 -0.433 -3.670 -0.087 -0.028 -0.135
H 2.986 -1.432 -3.719 -0.048 -0.276 0.140
H 4.935 -2.806 -1.981 -0.320 -0.151 -0.089
H 5.804 -2.077 -3.304 0.099 -0.123 0.181
H 2.669 -4.423 -4.558 -0.129 -0.219 0.124
H 3.295 -4.988 -2.989 0.020 0.140 -0.209
H 2.454 -3.460 -3.125 0.261 0.276 -0.059
H 4.581 -6.379 -4.234 0.006 -0.041 -0.032
H 4.319 -5.471 -5.701 0.194 -0.007 -0.168
H 5.959 -6.143 -5.281 0.036 0.183 -0.181
C 7.595 -4.802 0.656 0.089 0.090 0.066
C 7.706 -4.192 2.060 -0.054 -0.068 -0.027
C 8.050 -2.708 1.888 0.066 -0.197 0.390
S 7.366 -2.217 0.301 -0.139 -0.432 0.020
O 8.450 -1.875 -0.581 -0.083 0.279 0.009
O 6.249 -1.324 0.517 0.129 0.197 -0.136
C 6.745 -3.830 -0.155 0.033 -0.321 -0.004
H 7.149 -5.796 0.681 0.007 0.005 -0.015
H 8.589 -4.889 0.212 -0.034 -0.019 -0.039
H 6.748 -4.291 2.576 0.001 0.020 -0.015
H 8.457 -4.701 2.663 -0.012 0.028 0.011
H 7.610 -2.095 2.671 0.018 0.123 -0.107
H 9.126 -2.546 1.851 -0.029 0.066 -0.117
H 6.838 -3.967 -1.232 0.005 0.165 -0.023
H 5.696 -3.879 0.143 0.065 0.062 -0.037
C -6.714 2.761 -0.710 0.067 -0.092 0.089
C -6.788 2.165 0.702 -0.042 0.049 -0.047
C -5.559 2.662 1.474 -0.224 -0.383 0.113
S -5.120 4.243 0.745 -0.333 -0.133 -0.277
O -3.833 4.115 0.110 0.131 0.173 0.154
O -5.405 5.300 1.685 0.343 0.070 0.135
C -6.378 4.236 -0.521 -0.283 -0.210 -0.302
H -7.648 2.631 -1.255 0.045 0.014 -0.048
H -5.922 2.267 -1.278 -0.030 0.038 -0.051
H -7.699 2.512 1.195 0.020 0.013 -0.008
H -6.823 1.077 0.680 0.011 0.015 0.022
H -5.772 2.805 2.531 0.149 0.101 0.000
H -4.709 1.992 1.354 0.081 0.127 -0.016
H -5.994 4.711 -1.421 0.101 0.135 0.131
H -7.236 4.790 -0.141 0.073 0.072 0.021
C -4.485 10.461 1.300 -0.062 -0.042 0.079
C -4.646 9.181 2.130 0.079 0.035 -0.073
C -5.926 8.486 1.657 0.115 -0.037 0.375
S -6.150 8.958 -0.058 0.278 -0.050 0.239
O -7.349 9.752 -0.169 -0.064 -0.127 -0.189
O -5.922 7.814 -0.909 -0.268 0.043 -0.154
C -4.735 10.049 -0.148 0.250 0.260 0.091
H -3.497 10.903 1.423 -0.016 0.007 -0.019
H -5.227 11.200 1.611 0.014 0.014 -0.047
H -3.788 8.527 1.961 -0.030 -0.010 -0.011
H -4.688 9.395 3.198 -0.012 -0.019 -0.014
H -5.846 7.404 1.714 -0.094 -0.039 -0.096
H -6.798 8.827 2.213 -0.053 0.055 -0.146
H -4.959 10.887 -0.805 -0.112 -0.101 -0.072
H -3.898 9.473 -0.545 -0.052 -0.043 -0.020
C -4.890 5.318 -4.468 0.014 -0.095 -0.030
C -4.356 4.797 -5.808 0.004 0.061 0.024
C -5.287 3.668 -6.267 0.428 0.026 -0.106
S -6.897 4.028 -5.558 0.180 0.337 -0.014
O -7.219 2.994 -4.605 -0.172 -0.015 -0.086
O -7.807 4.412 -6.606 -0.192 -0.267 0.082
C -6.394 5.492 -4.661 0.296 0.169 0.234
H -4.415 6.255 -4.179 -0.025 -0.017 0.037
H -4.696 4.584 -3.682 0.002 0.034 0.014
H -4.367 5.605 -6.543 -0.022 -0.008 0.013
H -3.328 4.447 -5.723 -0.020 -0.011 -0.009
H -5.376 3.630 -7.350 -0.159 -0.087 0.033
H -4.963 2.700 -5.886 -0.117 -0.003 0.045
H -6.943 5.560 -3.724 -0.132 -0.062 -0.084
H -6.614 6.357 -5.287 -0.069 -0.049 -0.021
C 0.638 -5.199 9.241 0.042 0.088 0.027
C -0.192 -3.916 9.356 -0.041 -0.064 0.008
C 0.310 -2.948 8.279 -0.160 0.171 0.342
S 0.958 -3.964 6.946 -0.326 -0.359 0.525
O 2.379 -3.744 6.848 -0.034 0.021 -0.229
O 0.087 -3.867 5.807 0.045 -0.232 -0.113
C 0.676 -5.536 7.755 0.053 -0.245 0.295
H 0.208 -6.013 9.824 0.018 0.000 -0.013
H 1.651 -5.019 9.609 -0.002 -0.035 -0.019
H -1.245 -4.147 9.181 0.021 -0.005 -0.013
H -0.115 -3.473 10.348 -0.007 0.016 -0.025
H -0.489 -2.322 7.891 0.112 0.027 -0.144
H 1.124 -2.326 8.649 0.058 -0.034 -0.112
H 1.469 -6.231 7.489 0.012 0.082 -0.137
H -0.287 -5.915 7.413 0.024 0.051 -0.078
```
Forces are in eV/Å.

* frontier orbital gap: 7.6 eV

This record from OMol25 describes a molecular structure, C3H2N4O. The level of theory is ωB97M-V/def2-TZVPD.

The geometry in XYZ format:
```
10
Properties=species:S:1:pos:R:3:forces:R:3
C 1.003 -1.111 1.079 0.560 -0.228 -2.101
C 0.086 -0.423 0.146 -0.945 0.727 1.244
C -0.252 -0.264 -1.213 -1.039 -0.991 1.600
N 0.353 0.738 -2.019 0.278 0.577 -0.653
N -0.968 0.390 0.529 1.562 0.228 -0.873
N -1.307 0.702 -0.779 -1.240 -1.621 -1.511
N -0.451 1.591 -1.630 1.072 1.413 0.116
O 0.918 -0.968 2.276 0.541 -0.525 -0.971
H 1.738 -1.720 0.368 -0.631 0.525 2.203
H -1.119 1.066 1.244 -0.158 -0.105 0.945
```
Forces are in eV/Å.

* ΔE to the lowest compared entry with this formula, charge and spin: 127.1 kcal per mole
* frontier orbital gap (spin up / spin down): 8.0 / 8.0 eV

no.,calculated total energy (a.u.)
1,-5780.12318
2,-409.52560